[1]
Computed, not measured: a 2-piece molecular cluster, C4H4O3 overall, with wB97M-V/def2-TZVPD.

Cartesian coordinates (Å):
O (-0.67215, -0.56495, -2.12723)
O (0.99445, 1.60929, 0.57113)
O (1.04407, -1.91924, 1.28893)
C (-0.06077, -1.46205, 1.11043)
C (0.17815, 0.12093, -1.60532)
C (0.09875, 0.38478, -0.18751)
C (-0.27808, 1.50329, 0.41553)
H (1.01643, 0.60688, -2.13515)
H (-0.71263, -1.74478, 0.25713)
H (-0.56126, -0.79646, 1.84519)
H (-1.09752, 2.18638, 0.60475)

Gap between HOMO and LUMO (alpha / beta): 9.0 / 9.0 eV
LUMO energy (alpha / beta): -0.587 / -0.586 eV
SMILES: O=CC1=CO1.C=O

***

[2]
Computed, not measured: one molecule with the formula C5H6N4O2 in a non-equilibrium geometry, with wB97M-V/def2-TZVPD.

Cartesian coordinates (Å):
O (0.44753, 1.16366, -1.98262)
O (-1.49941, 1.48918, -0.82536)
N (-0.96563, -1.82495, -1.03356)
N (0.24862, 0.32234, 0.14807)
N (-0.18887, -1.97048, 0.09836)
N (0.94279, 1.24665, 0.92705)
C (0.36206, -0.87525, 0.78439)
C (-0.47046, 0.60625, -1.19315)
C (-1.09758, -0.72007, -1.66236)
C (1.25702, 0.65730, 2.01356)
C (0.92790, -0.71359, 2.01491)
H (-1.51963, 2.28747, -1.38532)
H (1.73564, 1.32327, 2.69373)
H (-1.71230, -0.65585, -2.48641)
H (0.96782, 1.89555, -1.60379)
H (1.05173, -1.51773, 2.80148)
H (-0.48722, -2.71374, 0.69101)

Gap between HOMO and LUMO: 9.1 eV
LUMO energy: 0.679 eV
SMILES: OC1(O)C=NNc2ccnn21

***

[3]
Computed, not measured: an isolated ion of composition C5H9N2 and charge +1 in a non-equilibrium geometry, with wB97M-V/def2-TZVPD.

Cartesian coordinates (Å):
N (-1.35497, -0.79919, 0.04965)
N (2.18396, -0.56504, 0.04866)
C (-2.53403, -0.00871, -0.00380)
C (0.55539, 0.95219, -0.05028)
C (-0.13505, -0.38366, 0.03207)
C (1.96643, 0.68319, 0.03096)
C (1.02276, -1.39891, -0.05065)
H (-2.93887, -0.29086, 0.97082)
H (2.69432, 1.34733, 0.38089)
H (0.86856, -2.02830, 0.77836)
H (-3.34722, -0.07269, -0.75693)
H (0.49169, 1.12985, -1.21737)
H (3.17259, -0.98260, -0.01075)
H (1.14217, -1.93488, -1.04937)
H (0.09197, 1.84491, 0.47152)
H (-2.32791, 1.13083, 0.17215)

Gap between HOMO and LUMO: 8.6 eV
LUMO energy: -4.873 eV
Net charge: +1
SMILES: C/N=C1\CC=[NH+]C1

***

[4]
Computed, not measured: a 2-piece molecular cluster, C2H5N overall in a non-equilibrium geometry, with wB97M-V/def2-TZVPD.

Cartesian coordinates (Å):
N (1.01035, 0.48738, -0.53003)
C (0.25710, -0.33428, 0.10898)
C (-1.06736, 0.02690, 0.45314)
H (1.57227, 0.14441, -1.29830)
H (-1.54143, 0.93632, 0.11604)
H (-1.12009, -1.16804, -0.79117)
H (0.66148, -1.21783, 0.60841)
H (-1.52016, -0.43777, 1.32767)

Gap between HOMO and LUMO: 8.3 eV
LUMO energy: -0.078 eV

***

[5]
Computed, not measured: C34H42ClNO18S2Si2 as an isolated structure in a non-equilibrium geometry, with wB97M-V/def2-TZVPD.

Cartesian coordinates (Å):
Cl (2.49678, -1.68020, -6.13909)
S (-1.93851, -1.12621, 1.69823)
S (-4.30815, 0.60800, 1.15964)
Si (-1.94572, -2.59594, -2.40297)
Si (0.95973, -2.48848, -2.58330)
O (1.63558, -6.55921, 3.94590)
O (-1.92533, 10.58571, 0.00019)
O (-0.44667, -2.11349, -1.80321)
O (-3.49859, 9.61015, 1.82540)
O (-0.92193, 5.69845, 2.21707)
O (6.19344, 5.78123, -3.00078)
O (2.97293, -4.41264, 2.49070)
O (1.56080, 5.28443, -2.39700)
O (6.72795, 4.37137, -0.88571)
O (-5.58935, -0.27020, -1.71621)
O (2.09353, 3.88731, -0.27970)
O (-0.01365, -1.24616, -5.56217)
O (3.91239, -7.03377, 2.84985)
O (3.87614, -11.20913, 5.00845)
O (2.78573, -2.61193, 1.12583)
O (-1.19007, 3.71061, -0.16689)
O (1.57243, -10.74287, 6.10327)
O (0.69532, 6.71283, 0.48079)
N (-1.76699, 1.45511, 1.49485)
C (-0.25795, 7.42430, 0.72978)
C (2.28719, -2.76774, -1.27284)
C (-2.48259, 3.55626, 0.40840)
C (2.08514, -7.64676, 4.23678)
C (-2.69572, 0.43486, 1.38315)
C (3.41917, -7.98691, 3.61542)
C (1.44870, -8.61870, 5.10534)
C (1.99741, -2.07682, 0.04264)
C (2.83812, 5.10786, -2.10666)
C (3.40309, -10.12444, 4.72003)
C (-4.34810, -1.43246, -3.37363)
C (4.44563, 4.04453, -0.44302)
C (-2.31124, 7.59376, 2.13712)
C (-2.55868, 8.89263, 1.54360)
C (-0.51839, 8.70902, 0.11566)
C (4.03197, -9.15970, 3.84574)
C (2.06540, -9.78557, 5.33281)
C (-3.05458, -2.31602, 0.95448)
C (1.48092, -1.04325, -3.68108)
C (-5.43945, -1.54382, -2.33580)
C (1.11444, -1.27265, -5.09896)
C (5.20959, 5.36504, -2.42054)
C (-0.74154, 2.44463, -0.59222)
C (2.36308, -3.77477, 1.61964)
C (-2.30245, 2.80329, 1.69702)
C (-1.23236, 6.89745, 1.75364)
C (3.08286, 4.29440, -0.85922)
C (3.84451, 5.60462, -2.84014)
C (-1.59985, 9.40404, 0.49527)
C (-2.96261, -1.08992, -2.78821)
C (5.45126, 4.54487, -1.17538)
C (-2.32693, -3.53365, 0.32485)
C (-2.65141, -3.80298, -1.14655)
C (-0.64869, 1.41104, 0.52356)
H (0.25925, 2.59402, -0.98341)
H (2.54954, -0.87332, -3.59154)
H (4.60908, 3.45459, 0.44780)
H (2.41283, -3.83953, -1.13757)
H (-3.12211, 3.01286, -0.28717)
H (7.23011, 4.84251, -1.57772)
H (3.68160, 6.18821, -3.73477)
H (-5.22609, -2.30755, -1.58840)
H (1.04653, 4.87187, -1.67564)
H (-0.66847, 0.44016, 0.04585)
H (-3.71403, -1.81776, 0.25198)
H (0.49022, -8.36925, 5.53763)
H (2.28844, -1.03613, -0.02175)
H (-6.38160, -1.80669, -2.81677)
H (-1.36228, 2.08489, -1.41843)
H (-3.20209, 2.78552, 2.29938)
H (-3.69574, -2.69363, 1.74503)
H (3.29573, -6.26421, 2.88746)
H (-1.72834, -3.31036, -3.68327)
H (-1.55574, 3.35279, 2.26785)
H (-3.12316, -0.45927, -1.91265)
H (-4.63987, -0.60776, -4.02243)
H (0.81146, -3.71483, -3.38811)
H (2.23041, -11.46351, 6.08722)
H (-1.25138, -3.41254, 0.43718)
H (-2.16428, -4.74293, -1.41233)
H (1.40475, -4.11808, 1.20507)
H (0.17536, 9.06859, -0.63075)
H (-2.88898, 4.54391, 0.59928)
H (-2.42374, -0.47770, -3.50968)
H (-3.01383, 7.22674, 2.87170)
H (0.94907, -2.11368, 0.32325)
H (-2.60297, -4.40721, 0.90874)
H (-5.66163, -0.38004, -0.76948)
H (4.98674, -9.41501, 3.40906)
H (0.31049, 1.48249, 1.02898)
H (0.98424, -0.13636, -3.34952)
H (-4.31464, -2.31589, -4.01069)
H (-0.10821, 5.42690, 1.74575)
H (-3.72069, -3.94142, -1.28233)
H (3.22516, -2.37795, -1.66488)
H (-2.74491, 10.85512, 0.45616)

Gap between HOMO and LUMO: 7.2 eV
LUMO energy: -1.619 eV

***

[6]
Computed, not measured: one molecule with the formula C6H13NO4 in a non-equilibrium geometry, with wB97M-V/def2-TZVPD.

Cartesian coordinates (Å):
O (-2.12036, 0.53264, -1.04460)
O (2.53761, 0.36466, -1.20077)
O (1.59756, -1.60408, 0.36719)
O (-0.10085, 2.42511, -0.14533)
N (-0.78203, 0.17608, 1.26067)
C (0.91489, 1.48150, 0.20334)
C (0.52057, 0.77088, 1.47777)
C (0.60698, -0.93871, -0.45267)
C (1.16553, 0.44281, -0.88545)
C (-1.97322, -0.82693, -0.58469)
C (-0.72824, -0.94394, 0.30909)
H (1.83906, 2.08238, 0.26847)
H (-0.93397, 1.93560, -0.23106)
H (-0.81465, -1.87149, 0.89143)
H (0.57412, -1.55280, -1.39111)
H (-1.92220, -1.51053, -1.47850)
H (-1.11488, -0.10996, 2.16771)
H (-3.00741, 0.74574, -1.44542)
H (0.60230, 0.78896, -1.75889)
H (-2.81880, -1.03718, 0.00870)
H (1.25920, 0.00878, 1.78831)
H (1.48375, -2.56343, 0.29282)
H (0.33373, 1.54316, 2.21183)
H (2.88133, -0.33922, -0.62888)

Gap between HOMO and LUMO: 9.5 eV
LUMO energy: 0.455 eV
SMILES: OC[C@@H]1NC[C@H](O)[C@@H](O)[C@H]1O

***

Ordered energy above the lowest of the compared OMol25 structures with the same formula, charge and spin results: 5.8712; 2.7000; 3.5311; 3.5912; 0.0000; 1.0272; unit eV.